No. 1
ORCA calculation (the ωB97M-V functional and the def2-TZVPD basis) on a structure of composition C34H46N8OPS2TeTi.

```
94
Properties=species:S:1:pos:R:3:lowdin_spin:R:1
Ti -1.135 0.659 0.938 0.98
C -0.569 5.556 1.333 0.00
N -0.264 4.423 2.202 0.00
C 0.794 4.397 3.098 0.00
C 0.729 3.234 3.764 0.00
N -0.373 2.543 3.270 0.00
C -0.984 3.292 2.306 0.00
S -2.372 2.868 1.415 0.00
C -1.008 1.469 3.954 0.00
C -1.068 1.492 5.335 0.00
C -1.746 0.466 5.973 0.00
C -2.357 -0.509 5.204 0.00
C -2.240 -0.444 3.829 0.00
N -1.549 0.517 3.197 0.01
H -0.832 6.419 1.942 0.00
H -1.409 5.290 0.700 0.00
H 0.302 5.789 0.723 0.00
H 1.501 5.205 3.164 0.00
H 1.369 2.820 4.522 0.00
H -0.630 2.308 5.890 0.00
H -1.816 0.449 7.052 0.00
H -2.922 -1.313 5.654 0.00
H -2.702 -1.197 3.206 0.00
C 0.177 3.947 -1.927 0.00
N 0.200 2.718 -2.709 0.00
C 0.910 2.837 -3.979 0.00
P -0.891 1.537 -2.376 0.00
O -0.871 1.351 -0.857 0.02
N -0.423 0.206 -3.170 0.00
C 0.931 -0.319 -3.004 0.00
C -1.208 -0.442 -4.220 0.00
N -2.400 1.970 -2.796 0.00
C -2.656 2.723 -4.022 0.00
C -3.600 1.546 -2.080 0.00
H 1.197 4.239 -1.663 0.00
H -0.398 3.796 -1.014 0.00
H -0.277 4.765 -2.494 0.00
H 1.977 2.982 -3.800 0.00
H 0.542 3.692 -4.553 0.00
H 0.778 1.942 -4.579 0.00
H 1.425 0.165 -2.161 0.00
H 1.532 -0.148 -3.900 0.00
H 0.882 -1.392 -2.816 0.00
H -2.250 -0.136 -4.161 0.00
H -1.163 -1.522 -4.077 0.00
H -0.816 -0.194 -5.210 0.00
H -1.732 2.917 -4.562 0.00
H -3.130 3.678 -3.786 0.00
H -3.321 2.161 -4.681 0.00
H -4.256 0.976 -2.744 0.00
H -4.150 2.418 -1.720 0.00
H -3.339 0.914 -1.232 0.00
S 5.248 -0.798 2.124 0.00
C 3.550 -0.485 1.926 0.00
C 2.522 -1.179 2.573 0.00
C 1.215 -0.840 2.314 0.00
N 0.864 0.141 1.463 0.00
C 1.855 0.811 0.840 0.00
C 3.184 0.539 1.041 0.00
C 5.247 -2.155 3.275 0.00
C 5.356 -1.916 4.636 0.00
C 5.358 -3.013 5.488 0.00
N 5.262 -4.269 5.065 0.00
C 5.178 -4.482 3.756 0.00
C 5.170 -3.461 2.814 0.00
H 2.734 -1.985 3.260 0.00
H 0.403 -1.382 2.781 0.00
H 1.546 1.583 0.143 0.00
H 3.936 1.106 0.508 0.00
H 5.446 -0.910 5.024 0.00
H 5.444 -2.872 6.559 0.00
H 5.118 -5.517 3.440 0.00
H 5.111 -3.680 1.756 0.00
C -0.877 -4.949 -4.714 0.00
C -1.200 -4.113 -3.508 0.00
C -0.231 -3.805 -2.561 0.00
C -0.516 -3.040 -1.432 0.00
C 0.581 -2.791 -0.432 0.00
C -1.815 -2.555 -1.264 0.01
Te -2.399 -1.606 0.547 -0.03
C -2.817 -2.852 -2.199 0.00
C -4.242 -2.396 -2.030 0.00
C -2.485 -3.625 -3.306 0.00
H 0.115 -5.392 -4.637 0.00
H -0.907 -4.348 -5.625 0.00
H -1.601 -5.755 -4.834 0.00
H 0.773 -4.193 -2.689 0.00
H 1.485 -3.327 -0.715 0.00
H 0.285 -3.121 0.568 0.00
H 0.824 -1.725 -0.365 0.00
H -4.308 -1.311 -1.918 0.00
H -4.694 -2.835 -1.138 0.00
H -4.844 -2.691 -2.888 0.00
H -3.262 -3.867 -4.023 0.00
```

net charge	+2
LUMO energy (spin up / spin down)	-5.47 / -5.33	eV
largest force on an atom	0.4	eV Å⁻¹
<S²>	0.759
2S+1	2
highest occupied orbital energy (spin up / spin down)	-12.416 / -12.400	eV
calculated total energy	-4091.42103	Ha

=====

No. 2
ORCA calculation (the ωB97M-V functional and the def2-TZVPD basis) on an isolated molecule of C16H27NO5.

```
49
Properties=species:S:1:pos:R:3:lowdin_charge:R:1
C -6.262 0.489 -1.075 -0.12
O -5.438 -0.648 -1.097 -0.20
C -4.076 -0.382 -1.351 -0.24
C -3.330 0.299 -0.201 -0.17
C -3.405 -0.538 1.083 -0.22
N -2.794 0.051 2.259 -0.08
C -1.378 -0.139 2.463 -0.20
C -0.407 0.662 1.568 -0.19
O -0.247 0.169 0.256 -0.18
C 0.491 -1.026 0.144 -0.18
C 1.022 -1.150 -1.284 -0.14
O 1.901 -0.107 -1.658 -0.05
C 2.879 0.270 -0.756 -0.13
C 2.986 1.608 -0.357 -0.20
O 2.212 2.649 -0.752 -0.06
C 1.138 2.481 -1.656 -0.06
C 3.994 1.973 0.543 -0.01
C 4.874 1.042 1.037 -0.08
C 4.791 -0.282 0.636 -0.04
C 3.810 -0.668 -0.263 -0.21
O 3.665 -1.949 -0.727 -0.09
C 4.590 -2.922 -0.313 -0.08
H -6.065 1.128 -0.207 0.08
H -7.286 0.123 -1.018 0.09
H -6.140 1.085 -1.989 0.09
H -3.635 -1.364 -1.542 0.12
H -3.979 0.230 -2.262 0.12
H -2.291 0.433 -0.503 0.10
H -3.760 1.286 -0.013 0.11
H -2.942 -1.512 0.912 0.12
H -4.460 -0.711 1.321 0.12
H -3.035 1.034 2.325 0.11
H -1.166 -1.206 2.362 0.11
H -1.167 0.148 3.499 0.12
H 0.576 0.706 2.062 0.12
H -0.779 1.684 1.444 0.13
H -0.137 -1.902 0.358 0.13
H 1.329 -1.016 0.855 0.13
H 0.192 -1.067 -1.990 0.14
H 1.504 -2.128 -1.395 0.12
H 1.478 2.073 -2.609 0.10
H 0.362 1.837 -1.240 0.08
H 0.741 3.486 -1.805 0.09
H 4.046 3.009 0.836 0.12
H 5.640 1.339 1.737 0.10
H 5.498 -0.998 1.021 0.10
H 4.545 -3.090 0.768 0.10
H 5.612 -2.653 -0.598 0.10
H 4.302 -3.837 -0.830 0.10
```

structure (SMILES)	COCCCNCCOCCOc1c(OC)cccc1OC
LUMO energy	0.76	eV
largest force on an atom	0.7	eV Å⁻¹
2S+1	1
highest occupied orbital energy	-8.225	eV
calculated total energy	-1056.72515	Ha

=====

No. 3
ORCA calculation (the ωB97M-V functional and the def2-TZVPD basis) on a cluster of 2 separate species, C5H10N3 in total in a non-equilibrium geometry.

```
18
Properties=species:S:1:pos:R:3:lowdin_charge:R:1
C -1.237 2.535 1.336 -0.11
C -0.221 1.853 0.686 -0.15
C -1.716 0.374 1.562 -0.17
C 1.633 -1.883 -0.499 -0.11
C 0.347 -1.314 -0.556 -0.14
N -2.103 1.600 1.792 0.11
N -0.543 0.556 0.885 0.05
N 0.245 -0.324 -1.642 0.15
H -1.256 3.603 1.526 0.12
H 0.683 2.229 0.295 0.10
H -2.199 -0.466 1.934 0.11
H 1.785 -2.838 -1.075 0.12
H 1.873 -2.320 0.546 0.14
H 2.539 -1.259 -0.725 0.11
H -0.541 -1.997 -0.457 0.15
H -0.514 0.351 -1.276 0.17
H 1.192 0.054 -1.705 0.15
H 0.030 -0.756 -2.627 0.23
```

net charge	+1
LUMO energy (spin up / spin down)	-5.03 / -6.30	eV
largest force on an atom	5.3	eV Å⁻¹
2S+1	1
highest occupied orbital energy (spin up / spin down)	-12.707 / -12.647	eV
calculated total energy	-360.34496	Ha